(1)
ORCA calculation (ωB97M-V/def2-TZVPD) on a 4-piece molecular cluster, C19H27F6NO12PS2 overall at a distorted geometry.

Geometry as ORCA input:
```
! RIJCOSX wB97M-V def2-TZVPD def2/J DEFGRID3
* xyz 0 2
C -2.86 0.39 1.62
C -1.45 -0.09 0.98
C -1.84 -0.59 -0.51
C -0.49 1.18 0.87
C 1.08 0.86 0.96
P 1.71 -0.25 -0.49
S 3.62 -0.54 -0.44
S 2.18 2.35 0.97
O 2.38 2.73 -0.49
O 3.53 2.12 1.58
C 1.44 3.85 1.79
F 0.69 3.57 2.94
F 2.53 4.65 2.21
F 0.74 4.65 0.87
C 1.33 0.00 2.29
C 0.11 -0.93 2.74
C 0.77 -2.34 3.21
C -0.54 -0.29 4.06
N -0.85 -1.27 1.66
O -1.74 -2.15 2.02
H -3.19 1.39 1.18
H -2.84 0.44 2.75
H -3.62 -0.42 1.35
H -0.99 -0.47 -1.26
H -2.66 0.15 -0.85
H -2.33 -1.61 -0.51
H -0.73 1.85 1.78
H -0.78 1.83 -0.03
H 0.92 -1.45 -0.36
H 1.26 0.41 -1.69
H 1.68 0.66 3.16
H 2.23 -0.68 2.07
H 0.13 -2.69 4.09
H 0.78 -3.09 2.36
H 1.81 -2.12 3.63
H -1.31 -1.01 4.47
H -0.97 0.74 3.80
H 0.31 -0.07 4.80
C 5.60 3.42 0.15
C 6.16 4.35 -0.88
O 7.46 4.62 -0.39
C 7.83 3.51 0.31
O 8.95 3.26 0.63
O 6.76 2.72 0.58
F 5.47 5.52 -0.92
H 5.16 3.95 1.00
H 4.86 2.74 -0.27
H 6.23 3.93 -1.89
C -7.08 -2.51 -1.32
C -5.67 -2.97 -1.45
O -4.99 -1.83 -1.94
C -5.70 -0.77 -1.46
O -5.28 0.35 -1.44
O -6.92 -1.13 -1.00
F -5.56 -3.97 -2.36
H -7.64 -2.60 -2.26
H -7.63 -3.04 -0.53
H -5.21 -3.29 -0.50
C -0.40 -3.30 -5.21
C -1.39 -2.52 -4.38
O -0.77 -2.46 -3.11
C 0.57 -2.51 -3.36
O 1.41 -2.21 -2.56
O 0.84 -2.92 -4.63
F -2.56 -3.19 -4.26
H -0.54 -4.38 -5.11
H -0.44 -3.03 -6.26
H -1.58 -1.51 -4.75
*
```

For the total energy, the calculation gives -3434.59300 hartree. The frontier orbital gap (spin up / spin down) comes out at 8.8 / 8.0 eV. The value obtained for the LUMO energy (spin up / spin down) is 0.024 / -0.742 eV. The largest force on an atom is 7.0 eV Å⁻¹.



(2)
ORCA calculation (ωB97M-V/def2-TZVPD) on a 3-piece molecular cluster, C23H50IO4P2 overall at a distorted geometry.

Geometry as ORCA input:
```
! RIJCOSX wB97M-V def2-TZVPD def2/J DEFGRID3
* xyz 1 1
C 3.25 -2.05 1.65
C 4.58 -1.53 0.84
C 4.06 -0.29 -0.15
C 4.48 1.18 0.44
C 3.17 2.10 0.92
C 2.34 2.71 -0.40
C 1.16 3.69 0.22
C -0.11 2.68 0.61
C -1.20 3.62 1.44
C -2.54 3.87 0.53
C -3.95 3.45 1.25
C -3.95 1.92 1.89
C -4.30 0.90 0.65
C -3.36 -0.49 0.65
P -3.53 -1.21 -1.13
I -2.49 0.36 -2.79
C -5.39 -1.22 -1.55
C -6.35 -1.95 -0.43
O -5.62 -2.82 0.50
P -2.51 -3.12 -1.41
C -0.68 -2.62 -1.86
O -2.44 -4.08 0.04
H 3.52 -2.79 2.52
H 2.57 -2.63 0.87
H 2.62 -1.15 2.08
H 4.96 -2.45 0.19
H 5.44 -1.13 1.56
H 2.88 -0.41 -0.25
H 4.52 -0.48 -1.22
H 5.06 1.77 -0.41
H 5.23 1.13 1.36
H 3.59 2.99 1.57
H 2.46 1.42 1.59
H 1.84 1.83 -1.00
H 3.04 3.37 -1.10
H 0.83 4.53 -0.53
H 1.54 4.12 1.26
H 0.33 1.81 1.26
H -0.56 2.21 -0.37
H -0.68 4.68 1.65
H -1.39 3.14 2.49
H -2.60 5.05 0.33
H -2.47 3.27 -0.49
H -4.36 4.27 2.02
H -4.77 3.43 0.39
H -4.87 1.89 2.64
H -2.97 1.65 2.47
H -4.05 1.46 -0.37
H -5.43 0.57 0.62
H -2.25 -0.27 0.96
H -3.82 -1.20 1.48
H -5.59 -1.62 -2.64
H -5.73 -0.07 -1.58
H -7.20 -2.56 -0.98
H -6.90 -1.13 0.24
H -5.74 -2.40 1.42
H 0.08 -3.48 -1.66
H -0.44 -1.62 -1.25
H -0.73 -2.28 -2.99
H -2.49 -3.49 0.85
C -0.97 -9.32 -0.16
C -0.87 -7.99 0.54
O 0.20 -7.58 0.99
C -2.13 -7.18 0.66
H 0.02 -9.80 -0.18
H -1.66 -9.98 0.38
H -1.30 -9.18 -1.19
H -2.88 -7.74 1.23
H -2.52 -6.94 -0.33
H -1.92 -6.25 1.18
C 5.53 6.05 -1.35
C 6.24 4.80 -1.78
O 5.92 3.70 -1.33
C 7.35 4.94 -2.79
H 4.75 5.80 -0.62
H 6.24 6.74 -0.87
H 5.06 6.53 -2.21
H 8.14 5.57 -2.38
H 6.96 5.37 -3.71
H 7.77 3.95 -3.01
*
```

For the total energy, the calculation gives -2187.17924 hartree. The frontier orbital gap comes out at 6.4 eV. The value obtained for the LUMO energy is -4.768 eV. The largest force on an atom is 3.5 eV Å⁻¹. For the energy above the lowest of the compared OMol25 structures with the same formula, charge and spin, the calculation gives 211.75 kcal per mole.



(3)
ORCA calculation (ωB97M-V/def2-TZVPD) on C26H41N2ORu as an isolated structure at a distorted geometry.

Geometry as ORCA input:
```
! RIJCOSX wB97M-V def2-TZVPD def2/J DEFGRID3
* xyz 1 5
C -2.24 0.68 -0.39
C -1.44 1.49 -1.24
C -0.60 2.32 -0.43
C -0.93 2.07 0.96
C -1.94 1.01 0.98
Ru -0.07 0.31 0.41
C 3.00 0.53 0.72
C 1.80 -0.39 1.07
H 1.96 -1.44 0.79
C 0.87 -0.17 2.15
H 1.11 0.56 2.94
H 0.37 -1.05 2.55
C 4.33 -0.19 0.96
H 4.45 -1.04 0.29
H 5.16 0.51 0.78
H 4.40 -0.54 2.00
C 2.95 1.78 1.59
H 2.00 2.32 1.43
H 3.02 1.50 2.65
H 3.77 2.46 1.37
C -1.51 1.50 -2.73
H -1.50 0.47 -3.12
H -2.42 1.98 -3.10
H -0.66 2.03 -3.16
C 0.31 3.39 -0.92
H 0.82 3.08 -1.84
H -0.24 4.32 -1.14
H 1.08 3.63 -0.17
C -0.56 2.90 2.13
H 0.33 3.50 1.92
H -1.37 3.58 2.43
H -0.33 2.26 2.99
C -2.63 0.53 2.20
H -2.00 0.70 3.08
H -3.58 1.06 2.36
H -2.84 -0.54 2.12
C -3.28 -0.27 -0.85
H -3.50 -1.03 -0.09
H -4.23 0.23 -1.09
H -2.95 -0.79 -1.77
C 2.02 0.24 -1.62
C 2.91 0.90 -0.78
C 1.84 0.63 -2.96
C 3.72 1.90 -1.32
H 1.39 -0.57 -1.22
C 2.64 1.65 -3.48
H 1.09 0.11 -3.56
C 3.58 2.28 -2.66
H 4.45 2.42 -0.68
H 2.52 1.95 -4.52
H 4.21 3.07 -3.06
C 0.10 -2.73 -1.71
N -0.73 -3.66 -0.97
C -0.92 -4.96 -1.56
C -1.23 -3.23 0.21
O -1.00 -2.04 0.57
N -2.01 -3.94 1.06
C -2.36 -5.36 1.05
C -2.52 -3.19 2.18
H 0.29 -3.14 -2.71
H 1.06 -2.58 -1.19
H -0.40 -1.75 -1.79
H -0.41 -5.74 -0.99
H -1.99 -5.20 -1.64
H -0.49 -4.93 -2.56
H -2.05 -5.81 2.00
H -3.45 -5.47 0.94
H -1.88 -5.89 0.24
H -1.72 -2.60 2.65
H -3.29 -2.47 1.84
H -2.97 -3.87 2.92
*
```

For the total energy, the calculation gives -1294.62332 hartree. The frontier orbital gap (spin up / spin down) comes out at 7.6 / 7.3 eV. The value obtained for the LUMO energy (spin up / spin down) is -1.773 / -4.469 eV. The largest force on an atom is 4.6 eV Å⁻¹. For the energy above the lowest of the compared OMol25 structures with the same formula, charge and spin, the calculation gives 0.00 kcal per mole.



(4)
ORCA calculation (ωB97M-V/def2-TZVPD) on C31H38OPSm as an isolated structure at a distorted geometry.

Geometry as ORCA input:
```
! RIJCOSX wB97M-V def2-TZVPD def2/J DEFGRID3
* xyz 2 6
C -2.71 -2.99 2.72
H -2.84 -4.07 2.65
H -3.53 -2.58 3.31
H -1.78 -2.78 3.26
C -2.62 -2.34 1.33
H -2.94 -1.28 1.42
H -1.57 -2.33 1.00
C -3.49 -3.05 0.29
H -3.26 -2.70 -0.73
H -3.33 -4.14 0.33
H -4.55 -2.87 0.47
C -1.86 2.93 -0.78
C -2.96 2.11 -1.24
C -3.55 1.48 -0.09
C -2.82 1.89 1.08
C -1.78 2.80 0.66
C -0.82 3.46 1.58
C -3.12 1.50 2.48
C -4.79 0.64 -0.05
C -3.34 1.87 -2.66
C -0.92 3.70 -1.65
Sm -1.31 0.71 -0.29
H -2.23 1.58 3.12
H -3.90 2.15 2.91
H -3.48 0.47 2.55
H -0.58 2.80 2.43
H 0.11 3.72 1.08
H -1.25 4.38 2.01
H -0.75 3.19 -2.60
H -1.32 4.70 -1.88
H 0.04 3.85 -1.14
H -4.12 1.10 -2.72
H -3.75 2.78 -3.13
H -2.48 1.55 -3.26
H -4.65 -0.25 0.59
H -5.64 1.20 0.37
H -5.06 0.30 -1.05
O 0.34 -0.92 -0.62
P 1.88 -0.89 -0.55
C 2.52 0.15 -1.86
C 1.69 0.53 -2.93
C 2.08 1.58 -3.76
C 3.34 2.16 -3.62
C 4.22 1.70 -2.64
C 3.82 0.69 -1.76
C 2.36 -0.11 1.00
C 2.87 -0.86 2.07
C 2.98 -0.27 3.34
C 2.63 1.07 3.53
C 2.22 1.84 2.43
C 2.12 1.26 1.16
C 2.57 -2.53 -0.68
C 3.59 -2.82 -1.60
C 4.15 -4.10 -1.64
C 3.68 -5.10 -0.79
C 2.64 -4.82 0.11
C 2.08 -3.54 0.17
H 0.74 0.01 -3.09
H 1.39 1.93 -4.53
H 3.64 2.98 -4.27
H 5.23 2.12 -2.54
H 4.50 0.33 -0.98
H 3.20 -1.89 1.91
H 3.35 -0.87 4.17
H 2.70 1.52 4.52
H 1.98 2.89 2.56
H 1.90 1.89 0.29
H 3.95 -2.04 -2.28
H 4.95 -4.31 -2.35
H 4.12 -6.10 -0.81
H 2.26 -5.60 0.77
H 1.27 -3.32 0.87
*
```

For the total energy, the calculation gives -2278.13809 hartree. The frontier orbital gap (spin up / spin down) comes out at 7.4 / 8.1 eV. The value obtained for the LUMO energy (spin up / spin down) is -7.035 / -6.311 eV. The largest force on an atom is 7.7 eV Å⁻¹.



(5)
ORCA calculation (ωB97M-V/def2-TZVPD) on a 2-piece molecular cluster, CH6OS2 overall at a distorted geometry.

Geometry as ORCA input:
```
! RIJCOSX wB97M-V def2-TZVPD def2/J DEFGRID3
* xyz 0 1
C 1.10 0.85 0.09
S 1.13 0.15 1.76
S 0.72 -1.82 1.21
H 0.04 0.91 -0.13
H 1.59 0.29 -0.66
H 1.53 1.85 0.11
H -0.35 -1.96 2.01
H -1.93 -0.17 -2.23
H -1.90 -0.41 -0.76
O -1.93 0.31 -1.40
*
```

For the total energy, the calculation gives -913.29610 hartree. The frontier orbital gap comes out at 9.0 eV. As for the SMILES: CSS.O. The value obtained for the LUMO energy is 0.401 eV. The largest force on an atom is 1.7 eV Å⁻¹. For the energy above the lowest of the compared OMol25 structures with the same formula, charge and spin, the calculation gives 4.00 kcal per mole.



(6)
ORCA calculation (ωB97M-V/def2-TZVPD) on C10H17HgNO2 as an isolated structure at a distorted geometry.

Geometry as ORCA input:
```
! RIJCOSX wB97M-V def2-TZVPD def2/J DEFGRID3
* xyz 0 1
C 1.40 3.21 1.59
C -1.65 3.68 0.08
C 0.73 3.06 0.20
H 1.61 2.21 2.01
C -1.30 3.34 -1.30
H -2.70 4.01 0.09
H 0.76 4.12 -0.12
H -2.08 3.62 -2.02
C 1.06 2.34 -1.03
H 0.95 1.24 -0.98
H 2.09 2.55 -1.35
C 0.07 3.78 2.25
H 0.34 4.52 3.01
H -0.43 2.95 2.77
C -0.94 4.44 1.23
H -0.47 5.35 0.82
H -1.77 4.80 1.85
C 0.03 3.05 -2.01
H 0.49 3.98 -2.37
H -0.14 2.42 -2.90
Hg -1.80 1.73 -0.23
H 2.27 3.81 1.80
N 1.14 -0.93 -0.51
C -0.02 -1.57 0.08
C -1.21 -0.88 -0.57
O -1.34 -0.88 -1.78
O -1.99 -0.24 0.31
H 1.26 -1.29 -1.46
H 1.97 -1.14 0.03
H -0.12 -2.63 -0.19
H -0.05 -1.42 1.16
*
```

For the total energy, the calculation gives -749.62695 hartree. The frontier orbital gap (spin up / spin down) comes out at 6.3 / 7.9 eV. The value obtained for the LUMO energy (spin up / spin down) is 0.104 / 0.018 eV. The largest force on an atom is 6.0 eV Å⁻¹. For the energy above the lowest of the compared OMol25 structures with the same formula, charge and spin, the calculation gives 0.00 kcal per mole.



(7)
ORCA calculation (ωB97M-V/def2-TZVPD) on a 2-piece molecular cluster, C2H6FN overall at a distorted geometry.

Geometry as ORCA input:
```
! RIJCOSX wB97M-V def2-TZVPD def2/J DEFGRID3
* xyz 0 1
C -1.53 -1.31 1.41
C -0.53 -0.63 0.86
N 1.36 1.60 -1.86
F -0.19 -0.61 -0.45
H -2.18 -2.04 0.85
H 0.79 2.08 -1.16
H -1.68 -1.39 2.46
H 0.27 -0.12 1.38
H 1.38 0.60 -1.52
H 2.32 1.83 -1.97
*
```

For the total energy, the calculation gives -234.37402 hartree. The frontier orbital gap comes out at 10.8 eV. As for the SMILES: C=CF.N. The value obtained for the LUMO energy is 1.072 eV. The largest force on an atom is 3.2 eV Å⁻¹. For the energy above the lowest of the compared OMol25 structures with the same formula, charge and spin, the calculation gives 23.42 kcal per mole.



(8)
ORCA calculation (ωB97M-V/def2-TZVPD) on a single C6H8N2 molecule at a distorted geometry.

Geometry as ORCA input:
```
! RIJCOSX wB97M-V def2-TZVPD def2/J DEFGRID3
* xyz 0 1
C -0.66 -0.58 2.01
C -1.05 -1.50 0.85
C -0.53 -1.46 -0.36
C 0.23 0.84 -0.66
C 1.25 1.61 -1.34
C 2.11 2.02 -2.09
H -1.40 0.21 2.10
H -0.68 -1.13 2.94
H 0.32 -0.12 1.80
H -1.81 -2.24 1.04
H -0.73 -2.22 -1.07
H 1.00 -0.86 -1.59
H -0.58 2.38 -0.04
H 2.93 2.19 -2.71
N 0.37 -0.52 -0.83
N -0.78 1.38 -0.05
*
```

For the total energy, the calculation gives -342.83419 hartree. The frontier orbital gap comes out at 9.2 eV. As for the SMILES: [H]/N=C(\C#C)N/C=C\C. The value obtained for the LUMO energy is 0.769 eV. The largest force on an atom is 2.0 eV Å⁻¹. For the energy above the lowest of the compared OMol25 structures with the same formula, charge and spin, the calculation gives 62.59 kcal per mole.